Record 1
Here is a structure of composition C17H42BrClNO8PSi2 from the OMol25 dataset. Energies are from ωB97M-V with the def2-TZVPD basis set.

Results
HOMO level: -8.93 eV

```
73
C17H42BrClNO8PSi2, DFT ωB97M-V with the def2-TZVPD basis set
C 2.883 -1.775 1.086
C 3.649 -0.653 0.375
O 3.156 -0.411 -0.940
C 2.136 0.567 -0.976
C 1.303 0.372 -2.237
Si 0.056 1.740 -2.509
Br 0.425 2.642 -4.518
C 0.302 3.123 -1.266
N -0.634 4.236 -1.517
O -1.493 1.156 -2.550
Si -2.120 0.504 -1.165
C -2.826 1.809 -0.027
C -2.090 2.005 1.285
C -1.486 0.949 1.969
C -0.814 1.172 3.164
C -0.749 2.448 3.701
C -1.350 3.510 3.038
C -2.019 3.281 1.841
P -3.913 -0.757 -1.798
O -3.380 -1.387 -3.221
Cl -3.648 -2.302 -0.418
H 3.552 -2.578 1.387
H 2.137 -2.176 0.400
H 2.362 -1.415 1.975
H 3.604 0.279 0.949
H 4.699 -0.915 0.246
H 1.494 0.473 -0.088
H 2.605 1.559 -0.967
H 0.849 -0.621 -2.214
H 1.991 0.372 -3.087
H 0.286 2.775 -0.226
H 1.322 3.477 -1.447
H -0.146 5.120 -1.482
H -1.334 4.280 -0.789
H -1.110 -0.358 -0.509
H -2.891 2.754 -0.572
H -3.864 1.533 0.195
H -1.527 -0.058 1.575
H -0.342 0.343 3.681
H -0.224 2.606 4.634
H -1.281 4.511 3.443
H -2.486 4.118 1.332
H -3.876 -2.189 -3.433
C 1.897 0.054 5.525
O 1.494 -1.128 4.832
H 1.652 0.893 4.884
H 1.368 0.154 6.477
H 2.975 0.059 5.704
H 1.708 -1.888 5.378
C 3.936 2.594 2.877
O 2.613 2.203 3.231
H 4.394 3.020 3.766
H 4.532 1.738 2.550
H 3.933 3.349 2.087
H 2.196 1.823 2.452
C -0.585 -0.350 -6.613
O 0.367 0.187 -7.520
H -0.888 -1.321 -6.999
H -0.151 -0.483 -5.618
H -1.466 0.292 -6.531
H 0.640 1.044 -7.179
C -1.456 -4.441 1.530
O -0.315 -5.159 1.075
H -1.462 -4.501 2.615
H -1.407 -3.391 1.232
H -2.382 -4.881 1.147
H -0.294 -5.116 0.115
C -2.929 -5.447 -2.444
O -2.121 -4.649 -3.302
H -3.007 -6.436 -2.888
H -2.477 -5.544 -1.453
H -3.931 -5.024 -2.339
H -2.041 -3.773 -2.911
```

Charge distribution, Löwdin scheme, values in e:
1. C -0.050
2. C -0.250
3. O -0.155
4. C -0.303
5. C -0.233
6. Si 0.073
7. Br 0.457
8. C -0.351
9. N -0.032
10. O -0.366
11. Si 0.369
12. C -0.231
13. C -0.298
14. C -0.064
15. C -0.071
16. C -0.091
17. C -0.071
18. C -0.064
19. P 0.431
20. O -0.430
21. Cl 0.152
22. H 0.072
23. H 0.077
24. H 0.058
25. H 0.087
26. H 0.117
27. H 0.112
28. H 0.118
29. H 0.086
30. H 0.080
31. H 0.075
32. H 0.079
33. H 0.067
34. H 0.031
35. H 0.010
36. H 0.077
37. H 0.084
38. H 0.079
39. H 0.093
40. H 0.103
41. H 0.104
42. H 0.109
43. H 0.034
44. C -0.152
45. O -0.134
46. H 0.034
47. H 0.080
48. H 0.081
49. H 0.073
50. C -0.145
51. O -0.138
52. H 0.080
53. H 0.068
54. H 0.078
55. H 0.060
56. C -0.181
57. O -0.133
58. H 0.078
59. H 0.059
60. H 0.075
61. H 0.034
62. C -0.178
63. O -0.123
64. H 0.080
65. H 0.041
66. H 0.062
67. H 0.064
68. C -0.163
69. O -0.127
70. H 0.081
71. H 0.061
72. H 0.066
73. H 0.043

=====

Record 2
Here is a structure of composition C13H21B3ClLiNO5 in a non-equilibrium geometry from the OMol25 dataset. Energies are from ωB97M-V with the def2-TZVPD basis set.

Results
HOMO level: -11.28 eV
total charge: +1

```
45
C13H21B3ClLiNO5, DFT ωB97M-V with the def2-TZVPD basis set
C -4.441 1.586 1.465
C -4.804 0.163 0.915
O -4.943 0.095 -0.502
C -3.711 0.227 -1.190
C -2.965 -1.122 -1.441
O -2.731 -1.893 -0.262
C -1.345 -2.029 0.056
B -0.656 -0.709 0.642
O -0.093 -0.576 1.943
B 1.253 -0.225 1.735
C 2.348 -1.048 2.567
C 3.185 -0.095 3.468
C 4.315 0.550 2.621
Cl 5.625 -0.608 2.198
O 1.625 0.830 0.795
B 0.858 0.565 -0.388
C 1.506 0.346 -1.840
C 1.996 1.498 -2.494
C 2.548 1.384 -3.815
C 2.516 0.042 -4.307
C 2.015 -0.998 -3.486
N 1.491 -0.949 -2.245
O -0.526 0.455 -0.196
H -3.406 1.867 1.151
H -5.173 2.360 1.162
H -4.380 1.476 2.575
H -5.813 -0.075 1.331
H -4.111 -0.590 1.351
H -3.963 0.626 -2.205
H -3.011 0.971 -0.744
H -3.594 -1.720 -2.141
H -2.026 -0.868 -1.998
H -0.799 -2.264 -0.902
H -1.130 -2.892 0.729
H 3.023 -1.619 1.883
H 1.834 -1.792 3.216
H 3.694 -0.679 4.273
H 2.562 0.666 4.001
H 4.736 1.396 3.201
H 3.823 0.905 1.679
H 1.954 2.485 -1.998
H 2.932 2.214 -4.425
H 2.881 -0.184 -5.321
H 2.054 -2.020 -3.922
Li 2.847 2.246 0.866
```

Charge distribution, Löwdin scheme, values in e:
1. C -0.077
2. C -0.256
3. O -0.133
4. C -0.189
5. C -0.167
6. O -0.129
7. C -0.072
8. B -0.393
9. O 0.297
10. B -0.428
11. C -0.068
12. C -0.250
13. C -0.598
14. Cl 0.612
15. O 0.110
16. B -0.437
17. C -0.168
18. C -0.033
19. C -0.014
20. C -0.036
21. C -0.121
22. N 0.138
23. O 0.271
24. H 0.056
25. H 0.082
26. H 0.081
27. H 0.127
28. H 0.113
29. H 0.139
30. H 0.105
31. H 0.138
32. H 0.127
33. H 0.131
34. H 0.138
35. H 0.117
36. H 0.131
37. H 0.124
38. H 0.131
39. H 0.088
40. H 0.017
41. H 0.109
42. H 0.118
43. H 0.116
44. H 0.124
45. Li 0.829

=====

Record 3
Here is a structure of composition C3H2O3 in a non-equilibrium geometry from the OMol25 dataset. Energies are from ωB97M-V with the def2-TZVPD basis set.

Results
HOMO level: -9.39 eV
ΔE to the lowest compared entry with this formula, charge and spin: 42.99 kcal/mol

```
8
C3H2O3, DFT ωB97M-V with the def2-TZVPD basis set
O 2.606 -0.172 0.034
C 1.433 -0.259 0.016
O 0.502 -1.134 0.125
C -0.861 -0.565 0.237
C -0.790 0.757 -0.013
O 0.420 1.245 -0.164
H -1.602 -1.231 -0.176
H -1.708 1.359 -0.060
```

Charge distribution, Löwdin scheme, values in e:
1. O 0.216
2. C -0.322
3. O 0.096
4. C -0.030
5. C -0.212
6. O 0.005
7. H 0.110
8. H 0.137

=====

Record 4
Here is a structure of composition C4H5FeO2 in a non-equilibrium geometry from the OMol25 dataset. Energies are from ωB97M-V with the def2-TZVPD basis set.

Results
HOMO level (alpha / beta): -22.31 / -24.42 eV
ΔE to the lowest compared entry with this formula, charge and spin: 0.00 kcal/mol
2S+1: 7
total charge: +3

```
12
C4H5FeO2, DFT ωB97M-V with the def2-TZVPD basis set
C -2.590 -0.338 0.183
C -1.396 -1.043 -0.377
C -0.175 -1.072 0.074
C 1.186 -0.751 0.035
O 1.780 -0.460 -1.031
Fe 3.347 -0.471 -1.848
H -2.729 -0.609 1.242
H -3.471 -0.703 -0.375
H -1.222 -2.276 -0.169
H 1.725 -0.697 0.993
O -2.394 1.043 0.018
H -3.227 1.500 0.167
```

Charge distribution, Löwdin scheme, values in e:
1. C -0.050
2. C 0.089
3. C 0.166
4. C -0.112
5. O -0.112
6. Fe 1.565
7. H 0.230
8. H 0.215
9. H 0.286
10. H 0.179
11. O 0.347
12. H 0.198

=====

Record 5
Here is an isolated molecule of C6H6 from the OMol25 dataset. Energies are from ωB97M-V with the def2-TZVPD basis set.

Results
HOMO level: -8.60 eV
ΔE to the lowest compared entry with this formula, charge and spin: 114.41 kcal/mol
structure (SMILES): C12C3C1C1C2C31

```
12
C6H6, DFT ωB97M-V with the def2-TZVPD basis set
C 0.500 -0.703 -0.801
C 0.386 0.808 -0.772
C 1.097 0.082 0.346
C -0.227 -0.077 1.110
C -0.847 -0.828 -0.033
C -0.946 0.679 0.018
H 1.001 -1.363 -1.497
H 0.773 1.531 -1.484
H 2.117 0.194 0.683
H -0.489 -0.123 2.159
H -1.635 -1.571 -0.022
H -1.706 1.360 0.342
```

Charge distribution, Löwdin scheme, values in e:
1. C -0.119
2. C -0.115
3. C -0.130
4. C -0.148
5. C -0.115
6. C -0.121
7. H 0.126
8. H 0.126
9. H 0.124
10. H 0.129
11. H 0.124
12. H 0.120

=====

Record 6
Here is an isolated molecule of C4H10N2O in a non-equilibrium geometry from the OMol25 dataset. Energies are from ωB97M-V with the def2-TZVPD basis set.

Results
HOMO level: -9.50 eV
ΔE to the lowest compared entry with this formula, charge and spin: 31.97 kcal/mol
structure (SMILES): NCCCNC=O

```
17
C4H10N2O, DFT ωB97M-V with the def2-TZVPD basis set
N 2.199 1.578 0.211
C 1.289 0.535 0.674
C 0.600 -0.202 -0.488
C -0.838 0.339 -0.718
N -1.866 -0.435 -0.002
C -2.037 -1.769 0.099
O -3.051 -2.292 0.507
H 2.470 2.122 1.019
H 3.031 1.180 -0.198
H 0.568 1.002 1.345
H 1.788 -0.256 1.257
H 0.589 -1.278 -0.368
H 1.098 0.042 -1.430
H -0.838 1.332 -0.278
H -1.179 0.359 -1.752
H -2.684 0.054 0.350
H -1.140 -2.311 -0.228
```

Charge distribution, Löwdin scheme, values in e:
1. N -0.009
2. C -0.301
3. C -0.173
4. C -0.172
5. N 0.016
6. C -0.385
7. O 0.010
8. H 0.063
9. H 0.064
10. H 0.109
11. H 0.104
12. H 0.082
13. H 0.108
14. H 0.110
15. H 0.111
16. H 0.141
17. H 0.122

=====

Record 7
Here is a cluster of 2 separate species, C4H12 in total in a non-equilibrium geometry from the OMol25 dataset. Energies are from ωB97M-V with the def2-TZVPD basis set.

Results
HOMO level: -11.55 eV
ΔE to the lowest compared entry with this formula, charge and spin: 6.64 kcal/mol
structure (SMILES): CC.CC

```
16
C4H12, DFT ωB97M-V with the def2-TZVPD basis set
C 0.947 -0.919 -2.286
C -0.058 0.219 -2.246
H 0.736 -1.626 -1.469
H 1.047 -1.480 -3.214
H 1.951 -0.514 -2.087
H 0.290 0.919 -3.026
H -0.076 0.704 -1.284
H -1.035 -0.082 -2.652
C 0.118 0.486 1.780
C -1.032 0.181 2.749
H 0.891 0.970 2.382
H 0.336 -0.419 1.250
H -0.137 1.301 1.083
H -1.343 1.056 3.320
H -0.720 -0.584 3.459
H -1.915 -0.212 2.242
```

Charge distribution, Löwdin scheme, values in e:
1. C -0.186
2. C -0.170
3. H 0.058
4. H 0.060
5. H 0.065
6. H 0.066
7. H 0.036
8. H 0.067
9. C -0.168
10. C -0.177
11. H 0.064
12. H 0.050
13. H 0.057
14. H 0.060
15. H 0.059
16. H 0.059

=====

Record 8
Here is a structure of composition C6H19MnN2Si in a non-equilibrium geometry from the OMol25 dataset. Energies are from ωB97M-V with the def2-TZVPD basis set.

Results
HOMO level (alpha / beta): -10.97 / -10.72 eV
2S+1: 4
total charge: +1

```
29
C6H19MnN2Si, DFT ωB97M-V with the def2-TZVPD basis set
C -1.679 0.639 -3.866
Mn -0.091 0.908 -2.694
N 2.860 0.978 -0.063
N 1.400 -0.308 -3.674
H 2.211 0.416 0.519
H 2.248 1.296 -0.837
H -2.440 1.321 -3.459
H -1.954 -0.424 -3.793
H -1.293 0.940 -4.852
H 1.570 -1.103 -3.055
H 2.313 0.102 -3.885
H 1.030 -0.686 -4.549
H 3.611 0.393 -0.435
H 3.210 1.780 0.468
C 0.458 -1.405 3.069
Si -0.722 -0.362 2.060
C -2.308 -1.317 1.763
C -1.124 1.192 3.028
C 0.029 0.099 0.431
C 0.104 0.422 -0.773
H 0.186 -1.356 4.132
H 1.495 -1.063 2.972
H 0.417 -2.455 2.755
H -2.855 -1.564 2.683
H -2.972 -0.727 1.119
H -2.082 -2.253 1.236
H -0.326 1.935 2.931
H -2.055 1.652 2.676
H -1.242 0.952 4.093
```

Charge distribution, Löwdin scheme, values in e:
1. C -0.245
2. Mn 0.622
3. N 0.283
4. N 0.019
5. H 0.088
6. H 0.080
7. H -0.002
8. H 0.000
9. H -0.014
10. H 0.065
11. H 0.067
12. H 0.076
13. H 0.150
14. H 0.155
15. C -0.195
16. Si 0.408
17. C -0.183
18. C -0.189
19. C -0.255
20. C -0.231
21. H 0.039
22. H 0.016
23. H 0.035
24. H 0.043
25. H 0.036
26. H 0.034
27. H 0.024
28. H 0.037
29. H 0.038